No. 1
# C17H15Cl5N4O2Pd

A structure of composition C17H15Cl5N4O2Pd (ωB97M-V/def2-TZVPD, the Open Molecules 2025 dataset).

```
44
Properties=species:S:1:pos:R:3:forces:R:3:lowdin_charge:R:1
Pd -0.1121 -0.0928 -0.3518 0.595 0.093 -0.084 0.900
Cl 3.2523 -5.4055 2.7016 -0.001 0.014 -0.013 0.665
C 2.8203 -3.9260 1.9308 -0.019 -0.008 0.018 -0.724
C 1.5138 -3.4611 1.9837 0.021 -0.003 -0.009 -0.713
Cl 0.3091 -4.3512 2.8341 -0.023 -0.006 0.006 0.684
C 1.1725 -2.2744 1.3472 0.145 -0.043 0.051 -0.555
Cl -0.4723 -1.6836 1.4659 0.207 0.081 -0.149 0.758
C 2.1055 -1.4912 0.6403 -0.156 0.160 -0.089 -0.460
O 1.8286 -0.3770 0.0277 -0.171 -0.076 0.288 -0.223
C 3.4307 -1.9878 0.6119 0.009 -0.074 0.070 -0.616
Cl 4.5892 -1.0563 -0.2447 0.027 0.016 -0.014 0.740
C 3.7766 -3.1730 1.2404 -0.006 0.049 -0.033 -0.700
Cl 5.3997 -3.7363 1.1624 -0.003 -0.001 0.002 0.689
C 1.4665 2.7325 0.1373 0.022 -0.050 -0.115 -0.059
C 1.1243 2.4134 -1.2824 0.109 0.123 -0.045 -0.377
C 1.4488 3.0955 -2.4327 0.055 0.126 0.047 -0.081
C 0.9203 2.3622 -3.5244 -0.044 -0.001 -0.029 -0.084
C 0.2857 1.2585 -3.0022 0.029 0.089 -0.226 -0.372
C -0.4259 0.1745 -3.7440 0.051 0.036 0.038 -0.052
N 0.4085 1.3075 -1.6416 -0.443 -0.641 0.369 -0.068
H 1.8179 3.7613 0.2064 -0.008 0.010 0.008 0.073
H 2.2504 2.0743 0.5158 -0.008 -0.007 0.011 0.060
H 0.5989 2.6235 0.7903 -0.047 0.025 0.046 0.062
H 2.0001 4.0232 -2.4691 -0.015 -0.016 -0.015 0.090
H 0.9785 2.6076 -4.5744 0.010 0.010 0.021 0.089
H -0.3777 0.3868 -4.8118 0.015 -0.006 -0.001 0.076
H -1.4836 0.1150 -3.4703 -0.005 0.012 -0.032 0.052
H 0.0246 -0.8078 -3.5775 -0.015 -0.013 0.032 0.064
C -4.4979 -0.5515 -1.9926 -0.018 0.001 -0.001 0.009
N -3.4912 -1.6068 -2.0951 -0.014 0.029 -0.041 -0.033
C -3.7175 -2.7599 -2.7718 -0.052 0.039 0.033 -0.030
C -2.7640 -3.7042 -2.9014 -0.002 -0.043 -0.038 0.011
C -1.5027 -3.4228 -2.2939 -0.085 -0.005 0.012 -0.365
N -1.2817 -2.3009 -1.6342 -0.167 0.157 0.012 0.164
C -2.2484 -1.3746 -1.5401 0.019 0.063 0.055 -0.520
O -2.0885 -0.2697 -0.9608 -0.083 -0.111 -0.184 -0.114
N -0.4918 -4.2983 -2.3637 0.023 0.003 -0.012 0.186
H -5.4343 -0.9199 -2.4031 0.015 -0.023 -0.015 0.093
H -4.1709 0.3294 -2.5415 0.014 0.002 0.001 0.104
H -4.6338 -0.2760 -0.9506 -0.003 -0.003 0.011 0.101
H -4.7063 -2.8701 -3.1946 0.003 0.000 -0.003 0.136
H -2.9582 -4.6192 -3.4395 0.024 0.008 0.007 0.113
H -0.5678 -5.1506 -2.8862 0.001 -0.004 0.003 0.113
H 0.3935 -4.0401 -1.9596 -0.004 -0.011 0.008 0.120
```
Positions in Å, forces in eV/Å.

Results
Kohn-Sham gap ... 0.2373 Eh
Total charge ... 0
Electronic energy ... -94020.298 eV

---

No. 2
# C4H6N

The ion C4H6N with charge +1 (ωB97M-V/def2-TZVPD, the Open Molecules 2025 dataset).

```
11
Properties=species:S:1:pos:R:3:forces:R:3:lowdin_charge:R:1
C 0.9380 -0.0546 1.1462 -0.916 -0.474 -3.531 0.175
C 0.5503 -0.3776 -0.1195 0.457 1.122 6.609 -0.008
C -1.1785 1.3629 0.8893 -3.390 0.692 1.646 0.119
C 0.4401 -1.0224 -1.3641 1.029 -2.789 -1.378 0.007
N -0.2724 0.5389 0.8050 3.685 -2.452 -2.009 -0.031
H 1.6275 0.0383 1.9417 0.562 -0.159 0.632 0.132
H -1.9451 1.1882 0.1624 -0.431 0.870 -0.587 0.112
H -1.4501 1.8406 1.8557 0.664 0.011 -0.845 0.138
H 1.1112 -1.9087 -1.7317 -0.909 1.402 1.823 0.171
H 0.7465 -0.2992 -2.0325 0.198 1.873 -2.088 0.083
H -0.5675 -1.3065 -1.5523 -0.949 -0.095 -0.272 0.102
```
Positions in Å, forces in eV/Å.

Results
Kohn-Sham gap ... 0.3957 Eh
Relative energy (zero: lowest compared OMol25 entry of this formula, charge and spin) ... 268.7 kJ/mol
SMILES ... C=[N+]1C=C1C
Total charge ... +1
Electronic energy ... -5724.016 eV

---

No. 3
# C18H43ClN5O3P

A cluster of 4 separate species, C18H43ClN5O3P in total (ωB97M-V/def2-TZVPD, the Open Molecules 2025 dataset).

```
71
Properties=species:S:1:pos:R:3:forces:R:3:lowdin_charge:R:1
C -1.5954 3.6919 -1.9291 0.239 0.270 0.454 -0.064
C -2.7522 4.5742 -1.5019 -0.515 0.066 -0.125 -0.495
C -2.7057 5.9784 -2.0637 -0.585 -0.340 -0.116 -0.058
N -3.7390 4.2313 -0.7835 0.675 -0.070 0.264 -0.102
P -3.7287 2.6868 0.1822 -0.546 -0.088 -0.008 0.804
C -4.9914 3.3889 1.3328 0.500 0.361 -0.138 -0.296
C -4.7162 4.8107 1.8499 0.075 -0.152 0.152 -0.257
C -3.2928 5.0861 2.3152 -0.004 0.160 0.175 -0.312
N -2.8857 4.3268 3.5013 0.109 0.124 -0.223 0.007
C -3.7166 1.0086 1.1098 0.201 -0.478 -0.076 -0.392
C -2.8575 -0.1546 0.5506 -0.119 0.376 0.051 -0.737
C -2.0688 0.1359 -0.7093 -0.397 -0.226 -0.040 -0.184
Cl -1.6688 -0.6906 1.8194 -0.033 -0.086 0.081 0.578
H -0.8384 3.6667 -1.1379 0.020 -0.028 0.016 0.082
H -1.1134 4.1350 -2.7983 0.001 -0.172 -0.141 0.072
H -1.8943 2.6674 -2.1251 -0.067 -0.090 -0.168 0.043
H -3.5158 6.5521 -1.6211 0.121 0.141 0.108 0.069
H -1.7396 6.4461 -1.8848 0.072 0.066 -0.052 0.077
H -2.9024 5.9334 -3.1383 0.258 0.077 -0.078 0.079
H -2.3743 2.8977 0.5318 0.102 0.026 -0.041 0.041
H -4.2006 2.0054 -0.9744 -0.012 0.103 -0.004 0.051
H -5.9106 3.4149 0.7478 -0.136 -0.196 0.111 0.089
H -5.0873 2.7171 2.1798 -0.189 -0.155 -0.070 0.064
H -5.3507 4.9410 2.7336 -0.147 0.130 -0.064 0.106
H -5.0138 5.5603 1.1217 0.031 -0.047 -0.129 0.093
H -2.5694 4.8980 1.5229 -0.025 -0.011 -0.087 0.079
H -3.2186 6.1567 2.5252 0.001 0.018 0.096 0.101
H -3.6851 4.0144 4.0333 -0.015 -0.054 0.080 0.060
H -2.3287 3.5247 3.2491 -0.045 -0.159 0.063 0.050
H -3.4312 1.1465 2.1546 -0.013 0.255 0.003 0.042
H -4.7532 0.6575 1.1364 -0.082 0.075 -0.044 0.075
H -3.4996 -1.0146 0.3854 0.119 -0.158 0.046 0.087
H -1.4194 0.9929 -0.5632 0.200 0.035 -0.086 0.054
H -1.4923 -0.7364 -1.0100 0.159 0.050 0.052 0.069
H -2.7600 0.3330 -1.5277 0.042 0.143 -0.099 0.054
C -1.4519 0.5464 -5.0840 -0.093 0.019 0.006 -0.346
O -1.9451 0.3112 -3.9971 -0.004 0.024 0.061 0.004
N -0.1352 0.4733 -5.3491 0.103 0.022 -0.100 -0.197
C 0.4066 0.7628 -6.6617 0.049 -0.049 0.160 -0.057
C 0.7645 0.0899 -4.2744 -0.113 0.013 0.014 -0.039
H -2.0562 0.8459 -5.9564 0.007 -0.006 -0.003 0.135
H 0.9247 -0.1107 -7.0618 0.005 0.022 -0.051 0.090
H 1.1107 1.5953 -6.6087 0.004 0.005 -0.055 0.090
H -0.4000 1.0310 -7.3406 -0.023 0.001 0.004 0.083
H 0.5038 -0.8997 -3.8978 0.026 -0.001 0.024 0.092
H 0.6883 0.7967 -3.4470 0.023 -0.018 0.020 0.088
H 1.7854 0.0780 -4.6475 0.005 0.007 -0.027 0.086
C 3.3728 -3.6650 1.5140 0.041 -0.074 0.040 -0.343
O 4.5871 -3.7175 1.6074 -0.070 0.069 -0.031 -0.001
N 2.7026 -2.7191 0.8379 -0.126 -0.002 -0.029 -0.195
C 1.2529 -2.7007 0.7557 0.237 0.144 -0.089 -0.063
C 3.4631 -1.6792 0.1672 0.044 -0.076 0.058 -0.040
H 2.7109 -4.4093 1.9884 -0.002 0.010 -0.001 0.136
H 0.9403 -2.7765 -0.2881 -0.102 -0.014 0.026 0.088
H 0.8634 -1.7726 1.1730 -0.085 -0.039 -0.013 0.043
H 0.8367 -3.5389 1.3098 0.016 -0.012 0.020 0.085
H 4.1366 -2.1178 -0.5698 0.015 0.031 -0.008 0.091
H 4.0663 -1.1263 0.8876 0.015 0.023 -0.026 0.093
H 2.7759 -0.9976 -0.3281 -0.031 -0.003 0.008 0.082
C 5.3349 -7.2595 4.5880 -0.101 -0.007 0.064 -0.362
O 5.2163 -8.2409 5.2978 0.023 -0.010 -0.011 0.004
N 6.3697 -7.0341 3.7599 0.053 0.112 -0.095 -0.199
C 6.4512 -5.8407 2.9351 0.214 -0.300 0.143 -0.060
C 7.4301 -8.0232 3.6988 -0.092 -0.001 0.063 -0.048
H 4.5825 -6.4523 4.5644 0.011 0.004 -0.007 0.132
H 6.4880 -6.1138 1.8795 -0.025 0.086 -0.032 0.091
H 7.3515 -5.2745 3.1845 -0.019 0.052 -0.050 0.091
H 5.5856 -5.2089 3.0940 -0.050 0.025 -0.023 0.053
H 7.0319 -8.9890 3.3853 0.034 -0.017 0.005 0.090
H 7.8871 -8.1524 4.6806 0.022 -0.028 -0.012 0.091
H 8.1846 -7.6945 2.9885 -0.004 0.024 -0.014 0.083
```
Positions in Å, forces in eV/Å.

Results
Kohn-Sham gap ... 0.3083 Eh
SMILES ... CC(C)=N[PH2](CCCN)C[C@@H](C)Cl.CN(C)C=O.CN(C)C=O.CN(C)C=O
Total charge ... 0
Electronic energy ... -54766.041 eV